Entry 1:
15
Properties=species:S:1:pos:R:3:lowdin_charge:R:1 method="wB97M-V/def2-TZVPD" spin_multiplicity=1 mol_weight_g_mol=316.91 total_charge=+1 largest_force_ev_per_a=3.6 e_tot_ha=-2123.21547
Al -2.459 0.100 1.301 1.44
P -0.652 1.117 -2.049 0.31
F -2.215 1.461 -1.746 -0.12
F -0.949 -0.114 -1.000 -0.17
F -1.111 0.128 -3.329 -0.04
F 0.905 0.566 -2.233 -0.03
F -0.498 2.353 -3.149 -0.06
F -0.423 2.067 -0.775 -0.07
P 1.106 -1.128 1.859 0.19
F 2.338 -1.203 0.873 -0.01
F 0.534 0.306 1.207 -0.15
F 0.212 -1.963 0.748 -0.07
F -0.208 -0.937 2.815 -0.17
F 1.428 -2.504 2.609 -0.04
F 1.992 -0.250 2.871 -0.01



Entry 2:
12
Properties=species:S:1:pos:R:3:lowdin_charge:R:1 method="wB97M-V/def2-TZVPD" spin_multiplicity=1 mol_weight_g_mol=80.11 total_charge=+1 largest_force_ev_per_a=4.9 e_tot_ha=-248.38724
C -1.477 0.716 -1.307 0.28
C -2.247 -0.353 -1.167 -0.04
C -1.355 -0.708 -0.008 -0.09
C 1.032 -0.391 0.072 -0.07
C 1.687 0.791 0.581 0.02
N -0.127 -0.684 -0.123 0.15
H -3.190 -0.584 -1.492 0.09
H -1.772 -0.774 0.986 0.17
H 1.793 -1.164 0.174 0.17
H 2.180 0.514 1.505 0.12
H 0.971 1.564 0.759 0.10
H 2.506 1.074 0.020 0.09



Entry 3:
59
Properties=species:S:1:pos:R:3:lowdin_charge:R:1 method="wB97M-V/def2-TZVPD" spin_multiplicity=1 mol_weight_g_mol=452.53 largest_force_ev_per_a=1.0 e_tot_ha=-1847.64551
C 3.205 5.030 -5.487 -0.11
C 2.869 5.962 -4.329 -0.26
C 2.234 5.239 -3.141 -0.20
C 0.859 4.658 -3.472 -0.12
C 0.136 4.102 -2.234 -0.41
C -1.197 3.455 -2.619 0.01
N -0.034 5.101 -1.206 0.16
C 0.658 4.841 -0.077 -0.48
O 0.768 5.508 0.912 0.12
N 1.270 3.579 -0.278 0.09
C 2.140 3.002 0.723 0.00
C 1.584 1.733 1.395 -0.42
O 1.387 1.679 2.585 0.09
N 1.396 0.721 0.509 0.14
C 0.954 -0.576 0.760 -0.20
C 0.766 -1.080 2.048 0.02
C 0.354 -2.390 2.216 -0.05
C 0.128 -3.189 1.112 -0.28
S -0.477 -4.858 1.339 0.67
O -0.037 -5.354 2.608 -0.28
O -0.206 -5.618 0.156 -0.28
N -2.137 -4.696 1.435 -0.24
C -2.805 -4.276 0.226 -0.18
C -4.302 -4.549 0.391 -0.18
O -4.812 -3.891 1.528 -0.13
C -4.151 -4.312 2.700 -0.18
C -2.648 -4.032 2.611 -0.18
C 0.304 -2.701 -0.169 -0.06
C 0.722 -1.397 -0.347 0.00
C 1.017 3.087 -1.515 -0.38
O 1.411 2.028 -1.958 0.09
H 3.827 4.206 -5.143 0.08
H 3.750 5.571 -6.257 0.07
H 2.305 4.619 -5.937 0.07
H 2.194 6.748 -4.677 0.11
H 3.786 6.445 -3.986 0.11
H 2.898 4.434 -2.817 0.12
H 2.138 5.947 -2.313 0.12
H 0.966 3.841 -4.185 0.12
H 0.232 5.431 -3.923 0.13
H -1.736 3.144 -1.727 0.09
H -1.012 2.582 -3.238 0.09
H -1.811 4.161 -3.173 0.09
H -0.531 5.963 -1.346 0.17
H 3.106 2.760 0.268 0.15
H 2.271 3.764 1.497 0.14
H 1.562 0.932 -0.476 0.10
H 0.948 -0.448 2.900 0.10
H 0.228 -2.811 3.201 0.12
H -2.387 -4.857 -0.596 0.12
H -2.647 -3.201 0.040 0.13
H -4.864 -4.165 -0.462 0.13
H -4.461 -5.633 0.483 0.13
H -4.602 -3.755 3.522 0.13
H -4.307 -5.390 2.851 0.13
H -2.121 -4.440 3.472 0.12
H -2.483 -2.944 2.554 0.13
H 0.132 -3.359 -1.006 0.12
H 0.877 -1.003 -1.341 0.12



Entry 4:
23
Properties=species:S:1:pos:R:3:lowdin_charge:R:1 method="wB97M-V/def2-TZVPD" spin_multiplicity=1 mol_weight_g_mol=345.39 total_charge=+1 largest_force_ev_per_a=3.6 e_tot_ha=-630.70687
C -1.778 1.825 -1.488 -0.16
Pb 0.127 0.123 -2.559 1.18
N 1.385 -1.873 -2.741 -0.08
H 0.852 1.271 -3.723 -0.19
H 2.343 -1.514 -2.653 0.06
H -1.794 0.743 -1.667 -0.12
H -2.130 2.331 -2.392 0.05
H -0.832 2.338 -1.201 0.02
H -2.353 1.771 -0.557 0.05
H 1.146 -2.420 -1.963 0.01
H 1.376 -2.448 -3.574 0.07
N -0.115 -0.223 5.556 0.18
C -0.034 -0.215 4.381 -0.12
C 0.095 -0.198 2.883 -0.17
C -0.316 -1.305 2.122 0.01
C -0.221 -1.222 0.729 -0.11
N 0.333 -0.172 0.070 -0.07
C 0.656 0.919 0.832 -0.12
C 0.624 0.922 2.219 0.01
H -0.708 -2.211 2.587 0.13
H -0.584 -2.014 0.073 0.11
H 0.940 1.792 0.254 0.11
H 0.988 1.782 2.813 0.14



Entry 5:
17
Properties=species:S:1:pos:R:3:lowdin_charge:R:1 method="wB97M-V/def2-TZVPD" spin_multiplicity=1 mol_weight_g_mol=136.27 total_charge=+1 largest_force_ev_per_a=3.6 e_tot_ha=-1009.22866
C -2.000 -0.096 0.093 0.03
N -0.621 0.079 -0.375 -0.24
C -0.131 1.497 -0.384 -0.42
S 1.581 1.464 -1.023 0.96
C 1.812 -0.109 -0.194 -0.51
C 0.517 -0.548 0.396 -0.63
S 0.264 -2.411 0.396 0.85
H -2.033 0.725 0.882 0.14
H -2.676 0.058 -0.722 0.11
H -2.028 -1.105 0.523 0.08
H -0.472 -0.196 -1.374 0.19
H -0.703 2.317 -0.906 0.13
H -0.313 1.816 0.681 0.12
H 2.638 -0.084 0.510 0.09
H 2.286 -0.752 -1.036 0.12
H 0.533 -0.323 1.525 0.16
H 1.348 -2.330 1.007 -0.17



Entry 6:
13
Properties=species:S:1:pos:R:3:lowdin_charge:R:1 method="wB97M-V/def2-TZVPD" spin_multiplicity=1 mol_weight_g_mol=85.11 largest_force_ev_per_a=3.9 e_tot_ha=-282.59301
C 2.282 1.218 0.055 0.10
C 1.524 0.284 -0.072 -0.20
N 0.557 -0.577 0.208 -0.28
N 0.477 -1.812 -0.522 0.05
N -0.741 -0.260 0.651 -0.10
C -1.419 0.730 -0.241 -0.11
H 2.962 2.007 0.138 0.00
H 0.686 -2.593 0.144 0.09
H -0.528 -1.764 -0.697 0.06
H -0.725 0.065 1.608 0.11
H -2.484 0.862 0.311 0.12
H -0.967 1.717 -0.337 0.05
H -1.622 0.126 -1.247 0.11



Entry 7:
13
Properties=species:S:1:pos:R:3:lowdin_charge:R:1 method="wB97M-V/def2-TZVPD" spin_multiplicity=1 mol_weight_g_mol=72.11 largest_force_ev_per_a=2.7 e_tot_ha=-232.37143
C -0.421 -1.874 -0.398 -0.15
O -0.524 -0.543 -0.699 -0.18
C -0.356 0.333 0.402 -0.33
C 1.111 0.689 0.672 -0.10
C 0.188 1.702 -0.001 -0.10
H 0.575 -2.151 0.080 0.11
H -1.310 -2.145 0.197 0.09
H -0.483 -2.336 -1.444 0.11
H -0.961 0.210 1.353 0.16
H 1.305 0.908 1.706 0.09
H 1.775 0.156 0.071 0.08
H -0.083 2.596 0.645 0.11
H 0.242 2.003 -1.063 0.11



Entry 8:
119
Properties=species:S:1:pos:R:3:lowdin_charge:R:1 method="wB97M-V/def2-TZVPD" spin_multiplicity=1 mol_weight_g_mol=844.69 total_charge=-2 largest_force_ev_per_a=1.3 e_tot_ha=-3114.40232
C 2.519 1.046 -2.932 -0.12
C 1.813 1.198 -1.582 -0.30
C 0.309 1.485 -1.722 -0.60
I -0.315 3.218 -0.597 0.82
C -0.636 0.262 -1.529 -0.54
N -0.414 -0.554 -2.747 0.12
O -1.955 0.681 -1.631 -0.28
P -3.127 -0.300 -0.761 0.66
C -3.203 -1.668 -2.181 -0.25
C -3.422 -1.128 -3.592 -0.27
C -4.902 -0.831 -3.956 -0.20
C -5.069 0.488 -4.734 -0.21
C -5.670 1.654 -3.927 -0.21
C -4.643 2.654 -3.423 -0.18
C -5.239 3.993 -2.997 -0.24
O -5.563 4.048 -1.619 -0.20
C -4.531 4.540 -0.790 -0.11
N -3.142 1.007 0.556 0.04
C -4.165 1.358 1.192 -0.51
C -5.544 1.663 0.632 -0.08
C -4.047 1.572 2.700 -0.06
B -4.324 -1.487 0.256 -0.65
O -3.862 -2.434 1.149 0.12
O -5.727 -1.419 0.108 0.06
O -1.815 -1.057 0.061 -0.24
C -0.503 -0.606 -0.227 -0.29
C 0.259 -1.934 -0.507 -0.08
C 0.851 -2.569 0.741 -0.23
O 2.153 -2.021 0.995 -0.20
Si 2.792 -2.117 2.511 0.42
C 4.525 -2.897 2.389 -0.16
C 3.067 -0.387 3.162 -0.15
C 1.815 -3.177 3.714 -0.15
C 0.040 0.085 1.108 -0.67
O 1.146 0.675 1.023 -0.11
O -0.619 -0.088 2.137 -0.01
H 3.599 1.079 -2.756 0.06
H 2.311 1.865 -3.624 0.07
H 2.318 0.102 -3.427 0.04
H 2.293 1.964 -0.986 0.07
H 1.949 0.283 -1.019 0.09
H 0.143 1.780 -2.755 0.06
H 0.540 -0.866 -2.847 0.05
H -0.717 -0.016 -3.543 0.06
H -4.174 0.328 -1.536 0.03
H -2.348 -2.336 -2.119 0.05
H -4.091 -2.275 -1.948 0.06
H -2.825 -0.245 -3.799 0.07
H -3.074 -1.897 -4.298 0.09
H -5.422 -0.703 -3.007 0.08
H -5.356 -1.668 -4.484 0.09
H -4.123 0.828 -5.153 0.09
H -5.732 0.312 -5.588 0.09
H -6.292 1.315 -3.099 0.11
H -6.337 2.206 -4.600 0.09
H -3.900 2.874 -4.195 0.11
H -4.073 2.255 -2.581 0.10
H -4.516 4.785 -3.222 0.11
H -6.151 4.226 -3.552 0.11
H -3.558 4.518 -1.273 0.06
H -4.773 5.544 -0.428 0.08
H -4.458 3.893 0.084 0.06
H -5.605 1.505 -0.440 0.05
H -6.282 0.999 1.093 0.06
H -5.842 2.690 0.852 0.06
H -5.004 1.884 3.136 0.05
H -3.754 0.637 3.170 0.07
H -3.328 2.364 2.898 0.07
H -4.592 -2.963 1.489 0.08
H -6.151 -1.675 0.934 0.07
H -0.439 -2.635 -0.954 0.11
H 1.100 -1.815 -1.194 0.11
H 0.157 -2.431 1.568 0.11
H 0.993 -3.639 0.546 0.11
H 4.426 -3.947 2.657 0.01
H 5.147 -2.411 3.136 0.00
H 4.920 -2.776 1.384 0.02
H 2.175 0.042 3.613 0.05
H 3.938 -0.340 3.818 -0.01
H 3.279 0.215 2.278 0.03
H 2.144 -2.880 4.715 0.02
H 0.745 -2.986 3.687 0.03
H 2.046 -4.236 3.614 0.03
C 4.565 2.982 3.545 -0.05
C 4.702 2.155 4.811 -0.50
C 4.790 3.036 6.050 -0.07
O 5.855 1.312 4.728 -0.07
H 5.441 3.628 3.417 0.08
H 4.502 2.331 2.674 0.08
H 3.673 3.607 3.573 0.09
H 3.848 1.485 4.897 0.12
H 5.672 3.683 5.997 0.07
H 4.887 2.424 6.948 0.07
H 3.905 3.665 6.150 0.08
H 6.630 1.876 4.644 0.08
C 5.358 -2.197 6.196 -0.05
C 4.895 -3.630 6.404 -0.50
C 5.671 -4.332 7.510 -0.07
O 5.007 -4.348 5.180 -0.06
H 6.409 -2.159 5.894 0.09
H 4.776 -1.737 5.399 0.06
H 5.238 -1.599 7.102 0.08
H 3.832 -3.628 6.649 0.13
H 6.734 -4.380 7.255 0.08
H 5.317 -5.356 7.635 0.07
H 5.568 -3.807 8.462 0.07
H 5.932 -4.373 4.915 0.09
C 0.812 0.885 -7.741 -0.06
C 1.663 0.161 -6.706 -0.50
C 2.107 -1.205 -7.211 -0.06
O 0.947 0.026 -5.489 -0.07
H -0.095 0.313 -7.953 0.08
H 0.503 1.859 -7.363 0.08
H 1.358 1.028 -8.677 0.07
H 2.541 0.765 -6.469 0.14
H 1.237 -1.838 -7.408 0.08
H 2.714 -1.709 -6.458 0.08
H 2.689 -1.121 -8.131 0.07
H 0.160 -0.505 -5.656 0.09